Computed, not measured: 9 unconnected molecules or ions with the total composition H18O9 in a non-equilibrium geometry, with ωB97M-V/def2-TZVPD.

```
27
Properties=species:S:1:pos:R:3:lowdin_charge:R:1
O 2.39 -2.64 -0.19 -0.06
H 3.00 -2.71 -0.94 0.04
H 3.05 -2.53 0.50 0.04
O -0.29 -0.22 0.82 -0.09
H 0.12 0.43 0.24 0.01
H 0.42 -0.05 1.55 0.07
O -1.22 -0.32 -3.33 -0.08
H -1.72 -0.90 -2.73 0.08
H -1.31 0.49 -2.78 0.05
O -0.35 2.31 3.42 -0.06
H -0.49 1.38 3.24 0.03
H -0.98 2.68 2.76 0.06
O 1.74 0.88 2.56 -0.07
H 2.69 0.75 2.53 0.05
H 1.50 1.82 2.73 0.06
O -2.04 -3.55 2.05 -0.06
H -1.75 -4.42 1.76 0.03
H -1.37 -3.00 1.61 0.02
O -2.31 1.35 0.31 -0.12
H -1.60 0.66 0.47 -0.03
H -3.07 0.98 0.80 0.04
O 0.33 1.50 -3.90 -0.07
H -0.21 2.28 -3.98 0.06
H -0.20 0.76 -4.28 0.05
O 1.40 0.96 -1.48 -0.07
H 1.54 0.00 -1.54 0.03
H 0.75 1.09 -2.21 -0.01
```

* ΔE to the lowest compared entry with this formula, charge and spin: 60.07 kcal/mol
* HOMO level: -0.401 Ha
* LUMO energy: 0.23 eV
* SMILES: O.O.O.O.O.O.O.O.O
* strongest force on any atom: 0.05822 hartree/bohr